This record from OMol25 describes one molecule with the formula C4H4F2N2. The level of theory is wB97M-V/def2-TZVPD.

## Properties
E_HOMO (alpha / beta): -10.0 / -10.1 eV
Spin multiplicity: 1

XYZ file:
```
12
Properties=species:S:1:pos:R:3:lowdin_charge:R:1
C 0.456 0.330 0.500 -0.090
C -0.633 -0.060 -0.145 -0.030
C 1.816 0.014 -0.034 -0.215
C -0.598 -0.747 -1.555 -0.412
N 2.050 -0.052 -1.260 0.227
N 0.202 0.030 -2.349 0.093
F -0.249 -2.070 -1.286 -0.012
F 0.619 -0.760 -3.414 -0.057
H 0.281 0.783 1.497 0.114
H -1.669 0.188 0.297 0.136
H 2.493 -0.062 0.757 0.093
H -1.663 -0.934 -1.777 0.154
```

***

This record from OMol25 describes C49H48BrClN6O3SiSn as an isolated structure. The level of theory is wB97M-V/def2-TZVPD.

## Properties
E_HOMO: -0.8 eV
Spin multiplicity: 1
Net charge: -2

XYZ file:
```
110
Properties=species:S:1:pos:R:3:lowdin_charge:R:1
Sn -1.612 -1.287 -0.673 1.438
C -0.711 -2.321 3.336 -0.035
C -2.169 -2.013 3.125 -0.374
C -3.136 -2.298 4.084 -0.094
C -4.457 -1.965 3.777 -0.107
C -4.775 -1.365 2.579 -0.048
C -3.735 -1.066 1.644 -0.483
N -2.474 -1.432 1.969 0.036
N -3.869 -0.417 0.464 -0.121
Si -5.289 0.321 -0.094 0.328
C -4.874 1.590 -1.406 -0.185
C -6.232 1.261 1.253 -0.194
C -6.538 -0.874 -0.844 -0.186
H -0.207 -1.458 3.781 0.078
H -0.233 -2.516 2.376 0.070
H -0.576 -3.186 3.989 0.067
H -2.868 -2.770 5.022 0.089
H -5.246 -2.187 4.489 0.090
H -5.802 -1.110 2.337 0.067
H -3.925 2.083 -1.161 0.014
H -5.657 2.355 -1.475 0.025
H -4.759 1.131 -2.392 0.022
H -5.532 1.757 1.938 0.030
H -6.869 0.600 1.852 0.006
H -6.872 2.029 0.803 0.015
H -6.042 -1.530 -1.572 0.021
H -7.337 -0.329 -1.363 0.018
H -6.998 -1.512 -0.080 0.016
C 10.483 4.337 4.385 -0.101
O 10.388 3.356 3.372 -0.093
C 9.131 3.010 2.968 -0.300
C 7.967 3.611 3.431 -0.022
C 6.734 3.188 2.949 -0.017
C 6.631 2.169 2.011 -0.151
C 7.812 1.579 1.564 -0.030
C 9.048 1.992 2.032 -0.015
C 5.303 1.757 1.529 -0.299
N 4.164 2.194 1.997 0.186
C 3.188 1.570 1.244 -0.159
C 3.760 0.739 0.315 -0.140
N 5.114 0.870 0.506 0.164
C 3.028 -0.059 -0.616 -0.105
C 3.583 -0.924 -1.541 -0.053
C 2.776 -1.639 -2.410 -0.090
C 1.399 -1.443 -2.297 -0.163
N 0.826 -0.615 -1.439 -0.007
C 1.598 0.105 -0.561 -0.175
C 1.013 1.004 0.329 -0.118
N -0.417 1.317 0.222 -0.089
C -1.056 1.644 1.495 -0.107
C -0.332 2.172 2.484 -0.116
C 1.108 2.323 2.389 -0.084
C 1.746 1.692 1.357 -0.142
H 11.539 4.439 4.618 0.085
H 9.944 4.036 5.287 0.092
H 10.097 5.303 4.051 0.091
H 8.002 4.412 4.155 0.097
H 5.816 3.647 3.297 0.113
H 7.778 0.770 0.842 0.103
H 9.963 1.529 1.683 0.114
H 5.830 0.421 -0.033 0.134
H 4.663 -1.048 -1.580 0.097
H 3.176 -2.331 -3.139 0.085
H 0.725 -2.017 -2.928 0.105
H -2.124 1.480 1.523 0.088
H -0.842 2.434 3.404 0.088
H 1.680 2.801 3.173 0.076
C -1.423 5.453 -1.863 -0.068
C -1.377 4.090 -2.575 -0.615
C -2.734 3.836 -3.247 -0.063
C -0.272 4.109 -3.639 -0.098
C -1.063 3.044 -1.576 0.015
C -0.760 2.222 -0.749 -0.029
H -1.681 6.246 -2.576 0.073
H -0.455 5.682 -1.412 0.082
H -2.172 5.439 -1.069 0.081
H -2.928 4.609 -3.999 0.078
H -3.537 3.862 -2.508 0.065
H -2.753 2.859 -3.732 0.066
H -0.461 4.911 -4.362 0.080
H -0.238 3.157 -4.173 -0.065
H 0.702 4.274 -3.174 0.088
Br -0.337 -9.259 2.041 0.647
C -1.138 -7.535 1.816 -0.680
C -1.810 -6.975 2.892 -0.154
C -2.387 -5.722 2.727 -0.075
C -2.284 -5.056 1.511 -0.016
C -1.608 -5.636 0.444 -0.112
C -1.029 -6.892 0.597 -0.076
C -1.495 -4.904 -0.899 -0.634
O -1.041 -5.538 -1.859 -0.006
O -1.896 -3.698 -0.852 -0.241
H -1.875 -7.505 3.833 0.086
H -2.908 -5.254 3.554 0.094
H -2.711 -4.070 1.376 0.102
H -0.512 -7.330 -0.246 0.106
Cl -0.390 1.147 -4.365 0.788
C -0.769 -0.520 -4.746 -0.588
C -0.085 -1.100 -5.807 -0.149
C -0.333 -2.416 -6.168 -0.131
C -1.287 -3.131 -5.444 -0.106
C -1.970 -2.536 -4.401 -0.056
C -1.746 -1.200 -3.993 -0.358
C -2.455 -0.652 -2.847 -0.282
H 0.651 -0.509 -6.338 0.088
H 0.211 -2.873 -6.986 0.082
H -1.486 -4.168 -5.688 0.095
H -2.682 -3.119 -3.826 0.110
H -3.444 -1.090 -2.721 0.029
H -2.479 0.433 -2.775 -0.002
```

***

This record from OMol25 describes C35H70N7O5PSi2 as an isolated structure. The level of theory is wB97M-V/def2-TZVPD.

## Properties
E_HOMO: -8.0 eV
Spin multiplicity: 1

XYZ file:
```
120
Properties=species:S:1:pos:R:3:lowdin_charge:R:1
C -6.392 -11.043 -3.257 -0.099
C -6.837 -9.788 -4.021 -0.239
C -5.783 -8.680 -4.125 -0.282
N -6.038 -7.523 -3.235 -0.138
Si -5.000 -7.427 -1.839 0.279
O -4.924 -5.887 -1.307 -0.412
Si -3.515 -5.300 -0.616 0.517
C -3.825 -3.941 0.589 -0.307
C -2.557 -3.716 1.428 -0.286
C -2.751 -2.657 2.506 -0.212
C -2.578 -1.237 1.984 -0.203
C -1.200 -0.940 1.418 -0.182
C -0.095 -1.276 2.381 -0.168
O 1.145 -0.751 1.857 -0.012
C 1.935 -0.059 2.723 -0.459
C 2.732 1.004 2.039 0.016
O 1.990 -0.301 3.970 0.035
P -5.921 -8.623 -0.137 0.716
O -5.065 -10.031 -0.193 -0.367
O -7.323 -9.090 -0.863 -0.368
H -5.335 -11.001 -3.016 0.056
H -6.936 -11.146 -2.327 0.057
H -6.543 -11.938 -3.849 0.065
H -7.738 -9.380 -3.579 0.091
H -7.102 -10.096 -5.028 0.096
H -5.748 -8.330 -5.149 0.107
H -4.815 -9.135 -3.917 0.078
H -5.967 -6.681 -3.788 0.073
H -3.652 -7.988 -2.148 0.004
H -2.647 -4.802 -1.707 -0.009
H -2.860 -6.436 0.079 -0.005
H -4.663 -4.125 1.255 0.084
H -4.023 -3.007 0.066 0.018
H -2.249 -4.653 1.890 0.096
H -1.736 -3.440 0.769 0.093
H -3.771 -2.749 2.871 0.109
H -2.113 -2.850 3.364 0.105
H -2.804 -0.532 2.782 0.112
H -3.313 -1.068 1.202 0.089
H -1.043 -1.439 0.468 0.112
H -1.137 0.125 1.199 0.114
H -0.275 -0.884 3.376 0.127
H 0.031 -2.351 2.466 0.128
H 2.877 0.772 0.991 0.065
H 3.704 1.070 2.514 0.079
H 2.216 1.952 2.117 0.093
H -4.469 -10.083 -0.943 0.005
H -7.497 -8.583 -1.665 -0.001
C -4.068 2.205 -0.733 -0.106
C -3.478 1.907 -2.105 -0.248
C -4.279 0.852 -2.880 -0.186
C -4.311 -0.412 -2.151 -0.202
N -4.303 -1.383 -1.522 0.179
H -4.059 1.315 -0.100 0.065
H -3.502 2.981 -0.231 0.021
H -5.098 2.557 -0.814 0.083
H -2.447 1.566 -1.995 0.111
H -3.448 2.822 -2.698 0.109
H -3.841 0.668 -3.861 0.117
H -5.307 1.185 -3.029 0.121
C -3.233 5.661 4.313 -0.108
C -2.892 4.246 3.858 -0.254
C -2.299 4.204 2.444 -0.206
C -3.226 4.733 1.453 -0.259
N -3.968 5.159 0.671 0.157
H -3.996 6.108 3.675 0.070
H -3.618 5.654 5.333 0.071
H -2.352 6.304 4.291 0.075
H -3.787 3.623 3.897 0.110
H -2.166 3.806 4.544 0.108
H -2.050 3.181 2.160 0.111
H -1.386 4.792 2.387 0.087
C 6.982 -2.761 0.151 -0.104
C 7.253 -1.395 0.768 -0.252
C 5.968 -0.622 1.085 -0.197
C 5.180 -0.374 -0.119 -0.248
N 4.581 -0.196 -1.092 0.153
H 6.465 -2.668 -0.805 0.073
H 7.921 -3.284 -0.027 0.050
H 6.369 -3.378 0.810 0.080
H 7.873 -0.805 0.093 0.114
H 7.818 -1.517 1.693 0.110
H 6.199 0.341 1.541 0.117
H 5.347 -1.182 1.787 0.121
C -0.086 8.347 1.109 -0.103
C 0.479 8.097 -0.285 -0.257
C -0.286 7.014 -1.056 -0.184
C -0.239 5.734 -0.360 -0.215
N -0.190 4.730 0.211 0.165
H -0.012 7.455 1.732 0.070
H 0.463 9.138 1.612 0.017
H -1.137 8.641 1.058 0.082
H 1.529 7.809 -0.209 0.111
H 0.443 9.019 -0.868 0.105
H 0.133 6.871 -2.052 0.118
H -1.334 7.295 -1.171 0.122
C 4.606 11.989 1.920 -0.108
C 3.425 12.233 0.988 -0.260
C 2.115 12.494 1.742 -0.189
C 1.741 11.358 2.578 -0.225
N 1.470 10.446 3.236 0.157
H 4.451 11.100 2.533 0.071
H 5.521 11.839 1.348 0.072
H 4.762 12.838 2.587 0.077
H 3.294 11.374 0.328 0.108
H 3.631 13.094 0.352 0.107
H 1.299 12.681 1.043 0.117
H 2.210 13.371 2.384 0.121
C 9.659 -4.195 -4.253 -0.108
C 10.050 -5.403 -3.410 -0.259
C 9.768 -5.202 -1.916 -0.196
C 10.518 -4.071 -1.375 -0.248
N 11.119 -3.172 -0.968 0.147
H 10.235 -3.313 -3.973 0.071
H 9.844 -4.389 -5.309 0.072
H 8.600 -3.960 -4.135 0.077
H 11.110 -5.621 -3.549 0.111
H 9.497 -6.281 -3.747 0.107
H 10.043 -6.090 -1.348 0.118
H 8.706 -5.016 -1.751 0.110
```

***

This record from OMol25 describes C5H14N2 as an isolated structure. The level of theory is wB97M-V/def2-TZVPD.

## Properties
E_HOMO: -8.1 eV
Spin multiplicity: 1

XYZ file:
```
21
Properties=species:S:1:pos:R:3:lowdin_charge:R:1
C -2.126 2.439 -2.329 -0.057
N 0.374 0.302 -1.408 0.074
C 0.938 0.012 -0.242 -0.481
C 0.962 -1.422 0.270 -0.158
C 0.241 -1.627 1.606 -0.280
N -1.210 -1.372 1.614 0.009
C 1.537 1.088 0.654 -0.031
H -1.172 1.969 -2.089 -0.032
H -2.004 3.237 -3.058 0.012
H -2.811 1.706 -2.753 0.014
H -2.560 2.821 -1.404 0.011
H -0.336 0.259 -0.454 0.130
H 1.994 -1.766 0.396 0.120
H 0.508 -2.023 -0.518 0.110
H 0.675 -1.004 2.390 0.099
H 0.374 -2.661 1.923 0.109
H -1.686 -2.092 1.108 0.061
H -1.408 -0.505 1.133 0.048
H 1.433 2.031 0.120 0.078
H 0.984 1.161 1.589 0.078
H 2.599 0.891 0.797 0.086
```

***

This record from OMol25 describes one molecule with the formula C3H5NO2. The level of theory is wB97M-V/def2-TZVPD.

## Properties
E_HOMO: -10.3 eV
Structure (SMILES): [H]/N=C\OCC=O
Spin multiplicity: 1

XYZ file:
```
11
Properties=species:S:1:pos:R:3:lowdin_charge:R:1
H -1.051 -0.204 -1.542 0.049
N -0.459 0.527 -1.932 0.125
C 0.265 1.162 -1.117 -0.313
O 0.448 1.073 0.229 -0.078
C -0.193 0.076 1.001 -0.154
C 0.290 -1.326 0.675 -0.237
O -0.320 -2.315 0.997 0.066
H 0.911 1.962 -1.477 0.125
H -1.289 0.127 0.971 0.139
H 0.122 0.290 2.029 0.141
H 1.275 -1.371 0.166 0.137
```

***

| no. | strongest force on any atom (eV Å⁻¹) | E_tot (eV) |
| --- | --- | --- |
| 1 | 4.9 | -12621.5482 |
| 2 | 1.1 | -162951.7063 |
| 3 | 4.6 | -83145.4660 |
| 4 | 1.6 | -8388.6952 |
| 5 | 0.6 | -8775.8756 |